# 1
A cluster of 2 separate species, C2H10NOS in total. Source: the OMol25 dataset; level of theory: ωB97M-V/def2-TZVPD.

The calculation puts the LUMO energy at -3.55 eV. As for the total energy: -610.1061 Eh. The calculation puts the energy above the lowest of the compared OMol25 structures with the same formula, charge and spin at 19.7 kcal per mole. Its HOMO-LUMO gap is 0.34694 Ha.

```
! RIJCOSX wB97M-V def2-TZVPD def2/J DEFGRID3
* xyz 1 1
N 0.3375 1.8968 0.1358
S -1.3070 -1.7140 -0.3011
C -0.2369 -0.5264 0.7007
H 3.5049 1.0933 -1.2215
H 1.3445 1.6346 -0.0387
H 0.5771 2.4571 0.9625
H -1.5238 1.0450 -0.2379
H -2.0096 -2.0920 0.7730
H -0.3657 -0.7923 1.7378
H -1.2129 1.3481 1.3474
O 2.7608 0.8999 -0.6303
C -0.7411 0.8614 0.5009
H 0.7262 -0.8845 0.3595
H 0.0659 2.5941 -0.5485
H 2.4397 0.0714 -1.0145
*
```

These are the Mulliken partial charges, in e, on atoms 1 to 8: number 1, N, carries -0.28; number 2, S, carries -0.18; number 3, C, carries -0.69; number 4, H, carries 0.33; number 5, H, carries 0.25; number 6, H, carries 0.43; number 7, H, carries 0.39; number 8, H, carries 0.17


# 2
A cluster of 2 separate species, C2H10NOSi in total. Source: the OMol25 dataset; level of theory: ωB97M-V/def2-TZVPD.

The calculation puts the LUMO energy at -4.78 eV. As for the total energy: -501.3907 Eh. The calculation puts the energy above the lowest of the compared OMol25 structures with the same formula, charge and spin at 40.9 kcal per mole. Its HOMO-LUMO gap is 0.37115 Ha.

```
! RIJCOSX wB97M-V def2-TZVPD def2/J DEFGRID3
* xyz 1 1
C 0.6908 -1.3214 -0.4676
H 2.4792 1.1971 0.6617
C 2.4423 0.1387 0.1902
H 1.3823 -2.0527 -0.0993
Si -2.4906 0.4505 -0.1977
H -1.7052 0.2235 -1.3700
H -0.3740 -1.3391 -0.7758
H -2.6096 1.7948 0.2981
H -3.6873 -0.2763 -0.1858
H -1.4886 -0.0845 1.7757
H 3.3656 -0.0976 -0.3492
H 0.8258 0.5657 -1.1761
H 2.4976 -0.5885 1.0634
N 1.2511 -0.2130 -0.5597
O -1.4692 -0.3219 0.8167
*
```

These are the Mulliken partial charges, in e, on atoms 1 to 8: number 1, C, carries -0.12; number 2, H, carries 0.32; number 3, C, carries -0.83; number 4, H, carries 0.38; number 5, Si, carries 0.52; number 6, H, carries -0.18; number 7, H, carries 0.16; number 8, H, carries -0.08


# 3
A structure of composition C2H10NOSi2. Source: the OMol25 dataset; level of theory: ωB97M-V/def2-TZVPD.

The calculation puts the LUMO energy (alpha / beta) at -3.97 / -8.88 eV. As for the total energy: -790.7122 Eh. Its HOMO-LUMO gap (alpha / beta) is 0.18906 / 0.21699 Ha.

```
! RIJCOSX wB97M-V def2-TZVPD def2/J DEFGRID3
* xyz 1 3
H 1.3540 -1.6516 -1.6876
H -1.7434 -1.8065 0.5298
H -0.6819 1.2062 -1.3900
H 1.9274 -2.3984 0.7366
H -0.3791 -0.3219 1.2383
H 1.6289 2.3265 -1.1576
Si 1.4025 1.7266 0.1464
C -0.4307 1.0418 -0.3010
Si 1.5676 -1.3652 -0.2756
H -1.1856 1.7599 0.3632
H 1.8781 1.7940 1.5294
H -2.2191 -0.9142 -0.9137
H -2.6302 -0.2292 0.7544
C -1.9643 -0.8772 0.1054
N -0.5905 -0.3134 0.1527
O 2.0664 0.0225 0.1694
*
```

These are the Mulliken partial charges, in e, on atoms 1 to 8: number 1, H, carries -0.04; number 2, H, carries 0.46; number 3, H, carries 0.46; number 4, H, carries -0.04; number 5, H, carries 0.46; number 6, H, carries 0.00; number 7, Si, carries 0.52; number 8, C, carries -0.66


# 4
A structure of composition C2H10NS. Source: the OMol25 dataset; level of theory: ωB97M-V/def2-TZVPD.

The calculation puts the LUMO energy at -4.50 eV. As for the total energy: -534.7957 Eh. The calculation puts the energy above the lowest of the compared OMol25 structures with the same formula, charge and spin at 58.4 kcal per mole. Its HOMO-LUMO gap is 0.32200 Ha.

```
! RIJCOSX wB97M-V def2-TZVPD def2/J DEFGRID3
* xyz 1 1
H -1.1228 0.8035 1.9148
C 0.1379 0.8346 -2.1456
H -0.4463 -2.1840 1.4320
H 0.0735 -0.8697 0.3560
H 0.5746 1.2466 2.0585
N 0.1438 -2.0674 0.6138
H -0.7288 0.4136 -2.6412
H 1.0123 0.2762 -2.4768
H -0.0640 -2.7641 -0.0973
H -0.7679 2.3874 1.3090
S 0.0556 0.7860 -0.2670
H 1.1473 -2.1553 0.7723
H 0.3195 1.8980 -2.2950
C -0.3347 1.3944 1.4667
*
```

These are the Mulliken partial charges, in e, on atoms 1 to 8: number 1, H, carries 0.35; number 2, C, carries -0.70; number 3, H, carries 0.37; number 4, H, carries 0.13; number 5, H, carries 0.34; number 6, N, carries -0.55; number 7, H, carries 0.30; number 8, H, carries 0.31


# 5
A cluster of 2 separate species, C2H10NS2 in total. Source: the OMol25 dataset; level of theory: ωB97M-V/def2-TZVPD.

The calculation puts the LUMO energy at -3.52 eV. As for the total energy: -933.0712 Eh. The calculation puts the energy above the lowest of the compared OMol25 structures with the same formula, charge and spin at 8.2 kcal per mole. Its HOMO-LUMO gap is 0.33759 Ha.

```
! RIJCOSX wB97M-V def2-TZVPD def2/J DEFGRID3
* xyz 1 1
H 2.2211 1.7754 -2.8173
H -1.3688 -2.9766 1.2625
H 0.6078 1.8475 -3.4285
N -0.9039 -0.9919 1.9023
S 0.2933 1.6045 0.3863
H -0.1460 -0.3475 1.6475
C -0.9965 -2.0571 0.8205
H 0.0040 -2.1995 0.4281
C 1.1890 1.9310 -2.5108
H -1.7951 -0.5077 1.9608
H -0.7453 -1.3963 2.8329
H 1.0804 2.8796 -2.0007
H -1.6994 -1.7186 0.0680
H 1.5402 1.5964 0.8465
S 0.7190 0.5606 -1.3981
*
```

These are the Mulliken partial charges, in e, on atoms 1 to 8: number 1, H, carries 0.30; number 2, H, carries 0.35; number 3, H, carries 0.29; number 4, N, carries -0.22; number 5, S, carries -0.34; number 6, H, carries 0.17; number 7, C, carries -0.76; number 8, H, carries 0.32


# 6
A cluster of 2 separate species, C2H10NS2 in total. Source: the OMol25 dataset; level of theory: ωB97M-V/def2-TZVPD.

The calculation puts the LUMO energy at -3.73 eV. As for the total energy: -933.0488 Eh. The calculation puts the energy above the lowest of the compared OMol25 structures with the same formula, charge and spin at 22.2 kcal per mole. Its HOMO-LUMO gap is 0.32686 Ha.

```
! RIJCOSX wB97M-V def2-TZVPD def2/J DEFGRID3
* xyz 1 1
H 1.6871 -2.2453 0.9735
H -1.6763 2.3837 -1.1085
H 2.1385 -0.1690 2.2573
H -3.1255 1.3850 -1.5500
S -1.2919 0.0331 -0.9060
H 0.3873 -0.9286 2.2829
N 1.5290 -1.3107 0.5880
C -2.3733 1.6211 -0.8010
H 0.7357 -1.4579 -0.0492
H -2.8846 1.5627 0.1512
S -0.3400 -0.2242 -2.7075
H 0.8168 0.5236 1.3357
H 2.3091 -0.9414 0.0678
C 1.1867 -0.3900 1.7932
H 0.9014 0.1578 -2.3274
*
```

These are the Mulliken partial charges, in e, on atoms 1 to 8: number 1, H, carries 0.38; number 2, H, carries 0.29; number 3, H, carries 0.35; number 4, H, carries 0.32; number 5, S, carries -0.13; number 6, H, carries 0.35; number 7, N, carries -0.30; number 8, C, carries -0.78


# 7
A cluster of 3 separate species, C2H10O2 in total. Source: the OMol25 dataset; level of theory: ωB97M-V/def2-TZVPD.

The calculation puts the LUMO energy (alpha / beta) at -4.22 / -12.24 eV. As for the total energy: -232.2114 Eh. The calculation puts the energy above the lowest of the compared OMol25 structures with the same formula, charge and spin at 2.9 kcal per mole. Its HOMO-LUMO gap (alpha / beta) is 0.35322 / 0.05867 Ha.

```
! RIJCOSX wB97M-V def2-TZVPD def2/J DEFGRID3
* xyz 1 2
O 2.4023 1.6414 -0.0555
H -1.0055 -2.1108 0.2792
H 3.9485 3.7484 1.5566
H -3.5034 -1.2968 0.1285
H -3.2987 -2.9723 0.5229
H -1.2087 -1.4208 -1.2091
H 2.1861 1.7184 -1.0018
O 4.2916 4.5086 1.0392
H 1.8751 1.0052 0.4592
C -1.6077 -2.2523 -0.6160
H -3.6368 -2.4578 -1.2494
H 3.8365 5.2724 1.4578
C -3.1544 -2.2349 -0.3222
H -1.1249 -3.1487 -0.9893
*
```

These are the Mulliken partial charges, in e, on atoms 1 to 8: number 1, O, carries -0.40; number 2, H, carries 0.29; number 3, H, carries 0.42; number 4, H, carries 0.26; number 5, H, carries 0.23; number 6, H, carries 0.28; number 7, H, carries 0.40; number 8, O, carries -0.27


# 8
A cluster of 3 separate species, C2H10O2S in total. Source: the OMol25 dataset; level of theory: ωB97M-V/def2-TZVPD.

The calculation puts the LUMO energy (alpha / beta) at 3.15 / 3.09 eV. As for the total energy: -630.8140 Eh. The calculation puts the energy above the lowest of the compared OMol25 structures with the same formula, charge and spin at 0.9 kcal per mole. Its HOMO-LUMO gap (alpha / beta) is 0.08883 / 0.31667 Ha.

```
! RIJCOSX wB97M-V def2-TZVPD def2/J DEFGRID3
* xyz -1 2
C 0.7902 -1.4374 -1.2890
O -3.5524 -0.0151 -0.5473
H -0.2643 -1.2314 -1.2221
H 1.0365 -1.5482 -2.3440
H 0.8741 -1.3872 1.3245
H -2.7210 -0.3422 -0.9181
H 1.1267 0.2965 1.6746
H 2.5420 -0.7680 1.7196
H 1.0382 -2.3843 -0.7904
H -2.1998 2.6545 1.8077
C 1.5930 -0.5721 1.2241
S 1.8601 -0.1828 -0.5396
O -1.6406 2.1037 1.2198
H -1.2900 1.4609 1.8843
H -3.2574 0.7286 0.0090
*
```

These are the Mulliken partial charges, in e, on atoms 1 to 8: number 1, C, carries -0.73; number 2, O, carries -1.09; number 3, H, carries 0.04; number 4, H, carries 0.33; number 5, H, carries 0.38; number 6, H, carries 0.39; number 7, H, carries 0.36; number 8, H, carries 0.37


# 9
A cluster of 4 separate species, C2H10O2S in total. Source: the OMol25 dataset; level of theory: ωB97M-V/def2-TZVPD.

The calculation puts the LUMO energy at -3.92 eV. As for the total energy: -630.5878 Eh. The calculation puts the energy above the lowest of the compared OMol25 structures with the same formula, charge and spin at 168.9 kcal per mole. Its HOMO-LUMO gap is 0.16997 Ha.

```
! RIJCOSX wB97M-V def2-TZVPD def2/J DEFGRID3
* xyz 0 1
C -1.2477 -0.8783 0.2456
S -1.3028 -0.0107 -1.2500
H 2.9071 -0.2286 0.7412
O 0.4792 0.2074 2.5996
C 0.3427 0.8419 -1.2876
H 1.0090 0.3975 -2.0201
H -1.5686 -0.4145 1.1654
H 0.2178 1.9106 -1.5222
H 1.6555 -1.5588 -1.6110
H 1.4620 -1.7588 -0.9333
O 2.0425 0.1623 0.6165
H 1.2099 0.4057 1.9531
H 0.7444 0.8116 -0.2683
H -1.3357 -1.9524 0.1640
H -0.1211 -0.0533 1.9125
*
```

These are the Mulliken partial charges, in e, on atoms 1 to 8: number 1, C, carries -0.41; number 2, S, carries 0.06; number 3, H, carries 0.16; number 4, O, carries -0.66; number 5, C, carries -0.35; number 6, H, carries 0.26; number 7, H, carries 0.50; number 8, H, carries 0.34


# 10
A cluster of 3 separate species, C2H10O2S2 in total. Source: the OMol25 dataset; level of theory: ωB97M-V/def2-TZVPD.

The calculation puts the LUMO energy at 0.42 eV. As for the total energy: -1029.0274 Eh. The calculation puts the energy above the lowest of the compared OMol25 structures with the same formula, charge and spin at 19.8 kcal per mole. As for the SMILES: CSSC.O.O. Its HOMO-LUMO gap is 0.35007 Ha.

```
! RIJCOSX wB97M-V def2-TZVPD def2/J DEFGRID3
* xyz 0 1
O -6.1451 -0.1627 1.0850
H 0.1381 0.7456 0.6805
H 2.9455 0.6477 0.6005
H 4.3949 0.1746 -0.3314
H -0.8841 1.5399 -0.5929
H -6.7438 0.5201 0.8036
H -0.6688 -0.3181 -0.4554
C 3.4134 0.6619 -0.3801
H -5.5389 -0.3326 0.3421
H 1.1796 -2.3336 1.4750
S 0.8920 0.9303 -1.7582
C -0.2614 0.6786 -0.3287
H 0.8535 -1.7816 0.1665
H 3.5477 1.6758 -0.7248
O 0.4054 -2.1645 0.9333
S 2.4719 -0.4812 -1.5151
*
```

These are the Mulliken partial charges, in e, on atoms 1 to 8: number 1, O, carries -0.64; number 2, H, carries 0.30; number 3, H, carries 0.26; number 4, H, carries 0.29; number 5, H, carries 0.30; number 6, H, carries 0.32; number 7, H, carries 0.27; number 8, C, carries -0.72


# 11
A cluster of 4 separate species, C2H10O2S2 in total. Source: the OMol25 dataset; level of theory: ωB97M-V/def2-TZVPD.

The calculation puts the LUMO energy at -4.42 eV. As for the total energy: -1028.8697 Eh. The calculation puts the energy above the lowest of the compared OMol25 structures with the same formula, charge and spin at 118.7 kcal per mole. Its HOMO-LUMO gap is 0.15153 Ha.

```
! RIJCOSX wB97M-V def2-TZVPD def2/J DEFGRID3
* xyz 0 1
H -1.5981 0.6999 -0.9287
H 1.3599 0.7140 0.9834
H 0.2674 -1.1827 -0.9917
H 1.9653 -1.9412 -0.9576
S -2.0723 -1.1471 -0.0300
H -0.7202 -0.8876 1.9571
H -2.3924 -0.3418 2.0232
O -1.2757 1.5134 -1.3685
S 1.9159 0.3769 -1.1726
H 1.2495 -1.4651 -2.5209
H -0.4210 1.2841 -1.7647
C 1.2859 -1.2545 -1.4538
H -1.2160 0.7402 1.3029
C -1.4647 -0.3024 1.4255
H 1.9850 1.7568 1.9044
O 1.1315 1.4374 1.5920
*
```

These are the Mulliken partial charges, in e, on atoms 1 to 8: number 1, H, carries 0.28; number 2, H, carries 0.26; number 3, H, carries -0.19; number 4, H, carries 0.29; number 5, S, carries -0.17; number 6, H, carries 0.26; number 7, H, carries 0.34; number 8, O, carries -0.58


# 12
A cluster of 3 separate species, C2H10O3 in total. Source: the OMol25 dataset; level of theory: ωB97M-V/def2-TZVPD.

The calculation puts the LUMO energy at 0.61 eV. As for the total energy: -307.8488 Eh. The calculation puts the energy above the lowest of the compared OMol25 structures with the same formula, charge and spin at 36.0 kcal per mole. As for the SMILES: CCO.O.O. Its HOMO-LUMO gap is 0.36494 Ha.

```
! RIJCOSX wB97M-V def2-TZVPD def2/J DEFGRID3
* xyz 0 1
C 0.2739 0.8019 1.4838
H 1.5415 4.2958 -0.7413
H -1.6735 -0.1150 1.5221
H -0.7286 -1.1636 0.6637
C -0.8835 0.0211 0.7299
H 0.0307 1.8935 1.5416
H 0.0133 4.4097 -1.1723
O 0.7388 3.7821 -0.9076
O -1.3775 0.3586 -0.4896
H -1.0093 1.1571 -0.8478
H 0.1414 -5.5954 -0.8633
H 1.0042 0.9205 0.6639
H 0.6784 0.2497 2.4537
O 0.1785 -5.4474 -1.8117
H 1.0716 -5.5686 -2.2252
*
```

These are the Mulliken partial charges, in e, on atoms 1 to 8: number 1, C, carries -0.86; number 2, H, carries 0.31; number 3, H, carries 0.23; number 4, H, carries 0.19; number 5, C, carries -0.18; number 6, H, carries 0.28; number 7, H, carries 0.32; number 8, O, carries -0.62